Entry from the OMol25 dataset: 6 unconnected molecules or ions with the total composition H12O6 (ωB97M-V/def2-TZVPD).

Highest occupied orbital energy = -0.3829 Eh
Total charge = 0
Orbital gap = 10.71 eV

Each atom is followed by the atoms it is bonded to, with distances in Å.
CARTESIAN COORDINATES (ANGSTROEM)
1 O -1.4139 -1.0818 -2.6888  H2 0.964, H3 0.964
2 H -1.0957 -1.5986 -3.4373  O1 0.964
3 H -1.9660 -0.3948 -3.0804  O1 0.964
4 O -2.2272 -0.2911 1.7312  H5 0.967, H6 0.965
5 H -1.8360 -0.4569 2.5997  O4 0.967
6 H -2.7368 -1.0869 1.5356  O4 0.965
7 O 2.5745 -1.4076 0.6179  H8 0.963, H9 0.972
8 H 2.7687 -2.3289 0.4143  O7 0.963
9 H 1.8356 -1.1727 0.0320  O7 0.972
10 O 0.0413 -0.0614 -0.2220  H11 0.965, H12 0.967
11 H -0.0886 -0.2307 0.7193  O10 0.965
12 H -0.7299 -0.4556 -0.6513  O10 0.967
13 O 2.7080 0.9377 -0.8794  H14 0.964, H15 0.968
14 H 3.1063 1.7177 -1.2826  O13 0.964
15 H 1.7934 0.9286 -1.1966  O13 0.968
16 O -0.9704 2.3638 2.3161  H17 0.967, H18 0.964
17 H -1.5536 1.9515 1.6647  O16 0.967
18 H -0.2098 2.6677 1.8076  O16 0.964

Here are the natural (NBO) charges for atoms 1 to 8, given in e: O -0.953; H 0.480; H 0.476; O -0.960; H 0.485; H 0.477; O -0.948; H 0.456

---

Entry from the OMol25 dataset: a single C19H28N4O4S2 molecule in a non-equilibrium geometry (ωB97M-V/def2-TZVPD).

Highest occupied orbital energy = -0.3355 Eh
Total charge = 0
Orbital gap = 9.62 eV

Each atom is followed by the atoms it is bonded to, with distances in Å.
CARTESIAN COORDINATES (ANGSTROEM)
1 C 4.1158 5.0693 -2.6606  H2 1.088, H3 1.087, C4 1.526, H57 1.087
2 H 4.2905 5.3120 -1.6146  C1 1.088
3 H 4.7741 5.6785 -3.2746  C1 1.087
4 C 4.3675 3.5887 -2.9326  C1 1.526, N5 1.447, H55 1.094, H56 1.091
5 N 3.4929 2.7129 -2.1824  C4 1.447, S6 1.667, C48 1.447
6 S 1.8935 2.6622 -2.6479  N5 1.667, O7 1.439, O8 1.432, C9 1.792
7 O 1.0428 3.3155 -1.6889  S6 1.439
8 O 1.8186 3.0688 -4.0193  S6 1.432
9 C 1.5927 0.8990 -2.5371  S6 1.792, C10 1.379, C14 1.382
10 C 0.7823 0.4113 -1.5339  C9 1.379, C11 1.392, H47 1.079
11 C 0.5968 -0.9626 -1.4131  C10 1.392, C12 1.392, C18 1.497
12 C 1.2457 -1.8167 -2.3001  C11 1.392, C13 1.385, H17 1.080
13 C 2.0407 -1.3118 -3.3157  C12 1.385, C14 1.386, H16 1.079
14 C 2.2166 0.0571 -3.4381  C9 1.382, C13 1.386, H15 1.078
15 H 2.8281 0.4870 -4.2149  C14 1.078
16 H 2.5264 -1.9844 -4.0060  C13 1.079
17 H 1.1116 -2.8810 -2.1777  C12 1.080
18 C -0.2393 -1.5601 -0.3251  C11 1.497, O19 1.216, N20 1.351
19 O 0.0271 -2.6324 0.1825  C18 1.216
20 N -1.2833 -0.7925 0.0580  C18 1.351, H21 1.009, C22 1.442
21 H -1.5812 -0.0203 -0.5198  N20 1.009
22 C -2.2402 -1.2392 1.0401  N20 1.442, C23 1.513, H36 1.095, C37 1.550
23 C -3.6107 -1.2782 0.3993  C22 1.513, O24 1.209, N25 1.378
24 O -3.8992 -0.6387 -0.5856  C23 1.209
25 N -4.5711 -2.0692 0.9921  C23 1.378, C26 1.364, H35 1.015
26 C -4.4708 -2.9531 2.0262  N25 1.364, N27 1.256, S34 1.791
27 N -3.4823 -3.1287 2.7813  C26 1.256, C28 1.426
28 C -3.6386 -4.1440 3.7706  N27 1.426, H29 1.094, H30 1.094, C31 1.551
29 H -3.4315 -3.7019 4.7492  C28 1.094
30 H -2.8841 -4.9145 3.5854  C28 1.094
31 C -5.0669 -4.7481 3.7293  C28 1.551, H32 1.088, H33 1.089, S34 1.818
32 H -5.0555 -5.8232 3.5617  C31 1.088
33 H -5.6321 -4.5307 4.6342  C31 1.089
34 S -5.9195 -3.9615 2.3300  C26 1.791, C31 1.818
35 H -5.4681 -2.0494 0.5177  N25 1.015
36 H -1.9462 -2.2441 1.3601  C22 1.095
37 C -2.2596 -0.3090 2.2792  C22 1.550, C38 1.525, C42 1.527, H46 1.094
38 C -0.9590 -0.4756 3.0575  C37 1.525, H39 1.086, H40 1.087, H41 1.087
39 H -0.8523 -1.5026 3.3955  C38 1.086
40 H -0.1062 -0.2294 2.4294  C38 1.087
41 H -0.9526 0.1812 3.9239  C38 1.087
42 C -2.4751 1.1484 1.8773  C37 1.527, H43 1.087, H44 1.087, H45 1.087
43 H -1.6014 1.5394 1.3614  C42 1.087
44 H -3.3390 1.2527 1.2250  C42 1.087
45 H -2.6411 1.7558 2.7638  C42 1.087
46 H -3.0900 -0.6354 2.9114  C37 1.094
47 H 0.3311 1.1182 -0.8550  C10 1.079
48 C 3.7258 2.5365 -0.7649  N5 1.447, C49 1.527, H53 1.094, H54 1.093
49 C 4.4030 1.1982 -0.4786  C48 1.527, H50 1.087, H51 1.087, H52 1.087
50 H 3.7794 0.3743 -0.8159  C49 1.087
51 H 5.3574 1.1415 -0.9957  C49 1.087
52 H 4.5770 1.0922 0.5890  C49 1.087
53 H 4.3446 3.3529 -0.3818  C48 1.094
54 H 2.7569 2.5851 -0.2623  C48 1.093
55 H 5.4006 3.3161 -2.6987  C4 1.094
56 H 4.1746 3.3788 -3.9858  C4 1.091
57 H 3.0827 5.3047 -2.9043  C1 1.087

Here are the natural (NBO) charges for atoms 1 to 8, given in e: C -0.627; H 0.202; H 0.215; C -0.214; N -0.699; S 2.328; O -0.946; O -0.938

---

Entry from the OMol25 dataset: a single C3H3N3O2 molecule in a non-equilibrium geometry (ωB97M-V/def2-TZVPD).

Highest occupied orbital energy = -0.3309 Eh
Total charge = 0
Orbital gap = 8.11 eV

Each atom is followed by the atoms it is bonded to, with distances in Å.
CARTESIAN COORDINATES (ANGSTROEM)
1 C 0.3120 -1.5609 0.7321  C2 1.343, H5 1.089, O10 1.373
2 C 0.1291 -0.4018 0.0793  C1 1.343, N9 1.443, O11 1.366
3 C -0.3309 1.6957 -0.2753  N7 1.292, N8 1.418, O11 1.356
4 H 0.6286 -3.5083 0.5433  O10 0.969
5 H 0.4330 -1.4741 1.8111  C1 1.089
6 H -0.9462 3.4521 -0.8088  N7 1.021
7 N -0.7441 2.8849 0.0155  C3 1.292, H6 1.021
8 N 0.0077 1.0357 -1.4833  C3 1.418, N9 1.246
9 N 0.2200 -0.1837 -1.3446  C2 1.443, N8 1.246
10 O 0.3462 -2.7385 0.0263  C1 1.373, H4 0.969
11 O -0.0555 0.7989 0.7043  C2 1.366, C3 1.356

Here are the natural (NBO) charges for atoms 1 to 8, given in e: C 0.139; C 0.238; C 0.582; H 0.498; H 0.201; H 0.366; N -0.647; N -0.207

---

Entry from the OMol25 dataset: 2 unconnected molecules or ions with the total composition C6H9N3O2S in a non-equilibrium geometry (ωB97M-V/def2-TZVPD).

Highest occupied orbital energy (spin up / spin down) = -0.2293 / -0.2774 Eh
Total charge = 0
Orbital gap (spin up / spin down) = 5.18 / 7.26 eV

Each atom is followed by the atoms it is bonded to, with distances in Å.
CARTESIAN COORDINATES (ANGSTROEM)
1 C -4.9703 -0.1103 0.1249  C2 1.196, H13 1.070
2 C -4.1111 0.6878 -0.1104  C1 1.196, C6 1.450
3 C 2.3390 0.8254 0.4082  N7 1.320, N9 1.300, H14 1.074
4 C -1.0076 -0.1617 -0.0837  N8 1.202, S12 1.663
5 C 0.8332 -2.0036 0.4456  S12 1.823, H15 1.058, H16 1.077, H17 1.071
6 C -2.9430 1.5468 -0.1149  C2 1.450, N8 1.398, H18 1.068, H19 1.154
7 N 1.2062 0.9715 -0.2541  C3 1.320, H20 1.003
8 N -1.8059 0.7338 -0.1514  C4 1.202, C6 1.398
9 N 3.4746 0.2899 0.0705  C3 1.300, O10 1.289, O11 1.482
10 O 4.5508 0.3355 0.7792  N9 1.289
11 O 3.4518 -0.4377 -1.2199  N9 1.482, H21 0.990
12 S -0.9642 -1.7961 0.2196  C4 1.663, C5 1.823
13 H -5.8171 -0.7390 -0.0555  C1 1.070
14 H 2.2881 1.2881 1.3764  C3 1.074
15 H 1.4437 -1.4531 -0.2202  C5 1.058
16 H 0.8846 -3.0579 0.2336  C5 1.077
17 H 1.1158 -1.7477 1.4464  C5 1.071
18 H -3.0106 2.1660 0.7532  C6 1.068
19 H -2.7715 2.2084 -1.0451  C6 1.154
20 H 1.4072 1.1021 -1.2284  N7 1.003
21 H 4.4064 -0.6483 -1.3737  O11 0.990

Here are the natural (NBO) charges for atoms 1 to 8, given in e: C -0.203; C -0.029; C 0.146; C 0.288; C -0.709; C -0.302; N -0.782; N -0.376

---

Entry from the OMol25 dataset: 10 unconnected molecules or ions with the total composition C36H100N8O12 in a non-equilibrium geometry (ωB97M-V/def2-TZVPD).

Highest occupied orbital energy = -0.3167 Eh
Total charge = 0
Orbital gap = 9.03 eV

Each atom is followed by the atoms it is bonded to, with distances in Å.
CARTESIAN COORDINATES (ANGSTROEM)
1 C 3.8091 4.1630 -0.7420  C2 1.529, O4 1.440, H5 1.098, H6 1.085
2 C 5.1109 4.2083 0.0582  C1 1.529, O3 1.437, H7 1.093, H8 1.087
3 O 4.9077 4.7553 1.3710  C2 1.437, H9 0.959
4 O 3.1721 5.4466 -0.6036  C1 1.440, H10 0.968
5 H 3.1078 3.4778 -0.2469  C1 1.098
6 H 3.8467 3.9396 -1.8035  C1 1.085
7 H 5.7478 4.9773 -0.3864  C2 1.093
8 H 5.5976 3.2407 0.1470  C2 1.087
9 H 4.9501 5.7112 1.3109  O3 0.959
10 H 2.9327 5.5473 0.3289  O4 0.968
11 C -2.9798 3.1928 5.8580  C12 1.508, O14 1.411, H15 1.092, H16 1.095
12 C -2.1359 2.3737 4.9143  C11 1.508, O13 1.444, H17 1.097, H18 1.091
13 O -0.9973 1.9113 5.6717  C12 1.444, H19 0.960
14 O -3.6694 2.3771 6.7804  C11 1.411, H20 0.959
15 H -3.7060 3.7830 5.2947  C11 1.092
16 H -2.3228 3.8834 6.3974  C11 1.095
17 H -1.7760 2.9873 4.0791  C12 1.097
18 H -2.6246 1.4796 4.5238  C12 1.091
19 H -0.7157 1.0707 5.3032  O13 0.960
20 H -3.1228 2.1935 7.5467  O14 0.959
21 C -1.5541 -0.6716 -0.9567  C22 1.516, H27 1.098, H28 1.089, H29 1.094
22 C -0.3779 -1.0124 -0.0626  C21 1.516, C23 1.541, N26 1.510, H30 1.088
23 C -0.1269 0.0660 1.0099  C22 1.541, O24 1.415, H31 1.097, H32 1.094
24 O -0.1166 1.2663 0.2609  C23 1.415, C25 1.407
25 C 0.1749 2.4045 1.0349  O24 1.407, H33 1.090, H34 1.100, H35 1.094
26 N -0.7551 -2.2746 0.6748  C22 1.510, H36 1.022, H37 1.020
27 H -2.4140 -0.3771 -0.3409  C21 1.098
28 H -1.8890 -1.4975 -1.5825  C21 1.089
29 H -1.3329 0.2337 -1.5305  C21 1.094
30 H 0.5610 -1.1604 -0.5912  C22 1.088
31 H 0.8549 -0.2136 1.4105  C23 1.097
32 H -0.8514 0.0285 1.8294  C23 1.094
33 H 1.2448 2.4236 1.2403  C25 1.090
34 H -0.4479 2.4705 1.9393  C25 1.100
35 H -0.1756 3.3033 0.5199  C25 1.094
36 H -0.9940 -2.9412 -0.0619  N26 1.022
37 H -1.6871 -2.0197 1.0019  N26 1.020
38 C -5.0402 5.8971 0.1723  C39 1.522, H44 1.087, H45 1.089, H46 1.097
39 C -3.6188 5.9525 -0.3699  C38 1.522, C40 1.514, N43 1.511, H47 1.092
40 C -2.6009 5.6086 0.6964  C39 1.514, O41 1.410, H48 1.094, H49 1.105
41 O -1.2725 5.5117 0.2348  C40 1.410, C42 1.420
42 C -0.6998 6.7796 -0.0520  O41 1.420, H50 1.094, H51 1.092, H52 1.093
43 N -3.4756 4.9381 -1.4806  C39 1.511, H53 1.017, H54 1.018
44 H -5.3085 4.9588 0.6518  C38 1.087
45 H -5.7471 6.1215 -0.6249  C38 1.089
46 H -5.1201 6.7026 0.9132  C38 1.097
47 H -3.4288 6.9347 -0.8076  C39 1.092
48 H -2.8456 4.7160 1.2791  C40 1.094
49 H -2.6627 6.3669 1.4985  C40 1.105
50 H -1.0676 7.1283 -1.0213  C42 1.094
51 H 0.3775 6.6493 -0.1728  C42 1.092
52 H -0.8465 7.4656 0.7859  C42 1.093
53 H -3.4703 5.5291 -2.3079  N43 1.017
54 H -2.5364 4.5501 -1.4242  N43 1.018
55 C -3.7299 -4.2258 -2.6587  C56 1.540, H61 1.094, H62 1.092, H63 1.088
56 C -4.5530 -4.3118 -1.3603  C55 1.540, C57 1.514, N60 1.469, H64 1.099
57 C -3.6898 -4.2544 -0.1178  C56 1.514, O58 1.395, H65 1.101, H66 1.106
58 O -2.4909 -4.9637 -0.1886  C57 1.395, C59 1.411
59 C -2.5839 -6.3632 -0.0329  O58 1.411, H67 1.085, H68 1.092, H69 1.099
60 N -5.6386 -3.3238 -1.3121  C56 1.469, H70 1.020, H71 1.015
61 H -3.3917 -3.2070 -2.8707  C55 1.094
62 H -4.3300 -4.5073 -3.5268  C55 1.092
63 H -2.8791 -4.8999 -2.5798  C55 1.088
64 H -5.0113 -5.3098 -1.3998  C56 1.099
65 H -4.2616 -4.3084 0.8215  C57 1.101
66 H -3.3855 -3.2010 0.0267  C57 1.106
67 H -1.6729 -6.8565 -0.3567  C59 1.085
68 H -3.4880 -6.7585 -0.5009  C59 1.092
69 H -2.7012 -6.6305 1.0269  C59 1.099
70 H -5.2269 -2.4335 -1.0335  N60 1.020
71 H -5.9387 -3.1714 -2.2692  N60 1.015
72 C 3.8249 0.6084 1.3635  C73 1.518, H78 1.095, H79 1.095, H80 1.091
73 C 4.6385 -0.4887 0.7012  C72 1.518, C74 1.539, N77 1.471, H81 1.088
74 C 3.7494 -1.3528 -0.2106  C73 1.539, O75 1.421, H82 1.092, H83 1.104
75 O 4.5169 -2.4256 -0.7391  C74 1.421, C76 1.405
76 C 4.7214 -3.4963 0.1471  O75 1.405, H84 1.093, H85 1.093, H86 1.097
77 N 5.6850 0.1405 -0.1192  C73 1.471, H87 1.021, H88 1.019
78 H 4.5229 1.0763 2.0652  C72 1.095
79 H 3.0285 0.1611 1.9677  C72 1.095
80 H 3.3589 1.4335 0.8237  C72 1.091
81 H 5.0893 -1.0558 1.5132  C73 1.088
82 H 3.2752 -0.7560 -0.9921  C74 1.092
83 H 2.9079 -1.7660 0.3716  C74 1.104
84 H 5.2662 -3.2113 1.0503  C76 1.093
85 H 5.3478 -4.2285 -0.3695  C76 1.093
86 H 3.8258 -4.0858 0.3780  C76 1.097
87 H 6.2243 -0.6098 -0.5530  N77 1.021
88 H 5.2542 0.5627 -0.9405  N77 1.019
89 C 2.8276 -8.6115 -1.2212  C90 1.519, H95 1.092, H96 1.088, H97 1.091
90 C 2.4060 -8.3776 0.2194  C89 1.519, C91 1.527, N94 1.486, H98 1.095
91 C 1.3398 -7.2998 0.3978  C90 1.527, O92 1.422, H99 1.098, H100 1.098
92 O 1.8948 -6.0182 0.6643  C91 1.422, C93 1.415
93 C 0.9201 -5.2096 1.2953  O92 1.415, H101 1.096, H102 1.097, H103 1.092
94 N 1.8941 -9.6533 0.7835  C90 1.486, H104 1.021, H105 1.019
95 H 1.9624 -8.5139 -1.8799  C89 1.092
96 H 3.3350 -9.5665 -1.3434  C89 1.088
97 H 3.4864 -7.8060 -1.5489  C89 1.091
98 H 3.3175 -8.1428 0.7799  C90 1.095
99 H 0.7030 -7.6097 1.2370  C91 1.098
100 H 0.6558 -7.2499 -0.4595  C91 1.098
101 H 0.0828 -4.8798 0.6705  C93 1.096
102 H 1.4055 -4.2490 1.5061  C93 1.097
103 H 0.5990 -5.6233 2.2534  C93 1.092
104 H 1.5980 -9.5280 1.7521  N94 1.021
105 H 2.6854 -10.2752 0.9450  N94 1.019
106 C -5.7602 2.3606 -4.7564  C107 1.513, H112 1.087, H113 1.093, H114 1.095
107 C -5.3688 1.8759 -3.3772  C106 1.513, C108 1.544, N111 1.458, H115 1.093
108 C -3.9008 1.3982 -3.3526  C107 1.544, O109 1.399, H116 1.104, H117 1.101
109 O -3.8453 0.1301 -3.9418  C108 1.399, C110 1.414
110 C -2.5456 -0.3074 -4.2847  O109 1.414, H118 1.094, H119 1.094, H120 1.091
111 N -5.6601 2.9218 -2.4049  C107 1.458, H121 1.010, H122 1.011
112 H -6.8378 2.4450 -4.8689  C106 1.087
113 H -5.3244 1.6985 -5.5089  C106 1.093
114 H -5.2887 3.3334 -4.9318  C106 1.095
115 H -5.9416 0.9807 -3.1229  C107 1.093
116 H -3.5988 1.3827 -2.2910  C108 1.104
117 H -3.2130 2.1518 -3.7661  C108 1.101
118 H -1.8228 -0.1729 -3.4748  C110 1.094
119 H -2.2216 0.1779 -5.2097  C110 1.094
120 H -2.6273 -1.3818 -4.4591  C110 1.091
121 H -5.4906 2.5682 -1.4738  N111 1.010
122 H -5.1642 3.7904 -2.5522  N111 1.011
123 C 0.1976 -5.0628 -3.7476  C124 1.529, H129 1.095, H130 1.092, H131 1.088
124 C 1.1096 -4.6652 -2.5863  C123 1.529, C125 1.529, N128 1.471, H132 1.089
125 C 2.5664 -4.8459 -3.0127  C124 1.529, O126 1.432, H133 1.094, H134 1.099
126 O 2.7277 -6.2453 -3.2709  C125 1.432, C127 1.409
127 C 3.3096 -6.6045 -4.5025  O126 1.409, H135 1.096, H136 1.093, H137 1.091
128 N 0.8664 -3.2467 -2.2842  C124 1.471, H138 1.022, H139 1.016
129 H 0.3192 -6.1268 -3.9762  C123 1.095
130 H 0.4578 -4.5284 -4.6639  C123 1.092
131 H -0.8539 -4.9808 -3.4822  C123 1.088
132 H 0.8869 -5.3650 -1.7817  C124 1.089
133 H 3.3520 -4.5850 -2.2973  C125 1.094
134 H 2.7586 -4.2306 -3.9023  C125 1.099
135 H 4.3340 -6.2274 -4.6044  C127 1.096
136 H 2.7010 -6.2829 -5.3515  C127 1.093
137 H 3.3964 -7.6914 -4.4762  C127 1.091
138 H 1.5024 -3.0322 -1.5136  N128 1.022
139 H 1.2140 -2.6694 -3.0447  N128 1.016
140 C 2.5121 8.3458 5.4166  C141 1.533, H146 1.092, H147 1.092, H148 1.089
141 C 2.8825 7.0982 4.6056  C140 1.533, C142 1.518, N145 1.463, H149 1.091
142 C 1.9867 7.0378 3.3812  C141 1.518, O143 1.429, H150 1.093, H151 1.098
143 O 2.2543 5.9009 2.5575  C142 1.429, C144 1.414
144 C 1.6905 4.7036 3.0563  O143 1.414, H152 1.095, H153 1.090, H154 1.088
145 N 4.2965 7.1825 4.2379  C141 1.463, H155 1.011, H156 1.015
146 H 1.5463 8.2097 5.9068  C140 1.092
147 H 2.4245 9.2068 4.7506  C140 1.092
148 H 3.2637 8.5457 6.1784  C140 1.089
149 H 2.8212 6.2297 5.2626  C141 1.091
150 H 2.1539 7.9279 2.7689  C142 1.093
151 H 0.9067 7.0250 3.5785  C142 1.098
152 H 0.6344 4.7887 3.3342  C144 1.095
153 H 2.2807 4.2050 3.8250  C144 1.090
154 H 1.6731 4.0847 2.1613  C144 1.088
155 H 4.7366 8.0896 4.1679  N145 1.011
156 H 4.4441 6.7321 3.3403  N145 1.015

Here are the Löwdin charges for atoms 1 to 8, given in e: C -0.209; C -0.212; O -0.082; O -0.093; H 0.093; H 0.120; H 0.119; H 0.105

---

Q: total charge of number 2 (C19H28N4O4S2)?
A: 0